{
  "formula": "C3H3Br3",
  "method": "the ωB97M-V functional and the def2-TZVPD basis",
  "de_lowest_ev": 3.379,
  "homo_energy_ev": -9.1481,
  "charge": 0,
  "homo_lumo_gap_ev": 7.948,
  "species": ["C", "C", "C", "Br", "Br", "Br", "H", "H", "H"],
  "coordinates": [[-0.5607, 0.4473, 1.5325], [-1.3232, 0.7767, 0.5112], [1.4371, -1.2035, -1.6908], [-2.3847, -0.4893, -0.4161], [1.9342, 0.5053, -2.1674], [2.7937, -2.4372, -1.8135], [-0.4983, -0.5657, 1.8888], [-1.4279, 1.7739, 0.1150], [0.0298, 1.1926, 2.0402]],
  "forces_ev_per_angstrom": [[-0.02, -0.01, -0.07], [-0.13, -0.13, -0.08], [-1.00, -0.18, 0.33], [0.08, 0.11, 0.05], [0.36, 0.41, -0.18], [0.61, -0.22, -0.13], [0.01, -0.20, 0.06], [0.03, 0.06, -0.01], [0.05, 0.18, 0.02]],
  "lowdin_charge": [-0.108, -0.675, -1.128, 0.627, 0.561, 0.578, 0.051, 0.038, 0.056]
}